This record from the Open Molecules 2025 dataset describes a cluster of 2 separate species, C4H13NO2 in total at a distorted geometry. The level of theory is ωB97M-V/def2-TZVPD.

Structure (XYZ):
```
20
Properties=species:S:1:pos:R:3:forces:R:3
C -0.405 1.035 -1.203 0.93 -0.19 -0.02
C -1.143 2.000 -0.273 -0.25 0.76 -0.27
O -0.726 1.999 1.107 0.18 -0.25 -0.72
H -2.196 1.713 -0.330 -0.02 0.05 0.17
H 1.060 -2.740 2.471 0.15 -0.02 0.08
H -0.484 -1.147 1.253 -0.15 -0.17 -0.29
C 0.191 -0.086 -0.356 0.31 -0.64 -0.12
H 1.703 -0.583 -1.915 -0.18 0.08 0.03
C 1.066 -1.068 -1.168 -0.43 0.70 0.00
H -1.055 3.044 -0.589 -0.08 -0.11 -0.47
H -1.158 -1.569 -0.223 -0.11 -0.23 0.38
H 0.337 -1.705 -1.677 0.51 -0.41 -0.15
N -0.859 -0.808 0.374 0.00 0.39 -0.32
H -1.078 0.736 -2.017 -0.32 -0.53 0.52
H 0.842 0.377 0.388 -0.19 0.16 -0.02
H 1.733 -1.601 -0.491 -0.30 -0.38 -0.06
H 2.025 -1.549 2.674 -0.04 -0.11 0.07
H -1.486 2.376 1.549 -0.01 0.03 0.46
O 1.202 -1.815 2.254 0.05 0.05 0.02
H 0.431 1.391 -1.827 -0.03 0.83 0.71
```
Positions in Å, forces in eV/Å.

* multiplicity: 1
* relative energy (zero: lowest compared OMol25 entry of this formula, charge and spin): 23.0 kcal/mol
* SMILES: C[C@H](N)CCO.O
* HOMO level: -8.50 eV

This record from the Open Molecules 2025 dataset describes a cluster of 8 separate species, C40H92N4O4 in total at a distorted geometry. The level of theory is ωB97M-V/def2-TZVPD.

Structure (XYZ):
```
140
Properties=species:S:1:pos:R:3:forces:R:3
C 0.540 -9.863 16.636 -1.20 -0.89 0.97
H 4.485 -13.132 17.061 -0.15 -0.11 -0.14
N 5.671 -11.613 16.298 -1.78 -0.35 0.78
H -4.138 -18.945 15.410 0.03 -0.18 -0.13
H -6.593 -9.619 10.608 1.06 0.76 -0.08
H -1.506 -10.513 16.564 -0.38 -0.06 -0.58
H 3.580 -17.594 15.239 -0.10 0.07 -0.06
H 0.915 -9.165 17.385 0.74 -0.13 -0.33
H -0.493 -12.673 15.779 -0.27 0.78 -0.49
C 4.397 -16.297 13.698 -0.15 1.46 0.17
C 1.102 -9.788 15.223 -0.64 0.75 1.29
H -0.011 -10.735 8.533 0.03 -0.45 0.06
H -8.420 -7.992 10.769 0.23 -0.18 -0.27
H 4.464 -13.162 14.470 -0.22 -0.24 0.09
H -6.975 -7.272 11.487 0.01 0.02 -0.04
H -3.948 -17.815 9.929 0.00 0.12 -0.16
H -2.073 -10.768 10.671 0.09 0.44 0.82
H 0.505 -7.778 14.655 0.04 0.00 -0.29
H -6.206 -19.892 14.310 0.24 -0.26 0.21
O -1.150 -8.817 15.333 1.32 -0.65 -0.26
C -6.872 -16.607 16.764 -1.11 -0.24 0.73
C -7.160 -11.577 13.850 -1.45 -0.89 0.55
H -6.188 -20.364 16.099 0.28 -0.33 -0.40
C -4.921 -8.898 12.752 -0.38 -0.38 -1.29
H -2.704 -16.621 18.856 0.41 -0.14 0.26
H -3.047 -15.569 11.046 -0.20 0.26 0.22
H -4.687 -8.461 11.781 -0.20 -0.48 -0.60
H -4.113 -12.687 12.662 0.26 0.09 -0.11
H -3.252 -10.374 12.714 -0.56 -0.07 -0.15
C 6.421 -11.634 17.569 -0.39 -0.38 0.38
H -2.956 -17.599 16.846 -0.28 -0.92 -0.66
H -2.897 -8.720 13.068 0.36 -0.03 0.45
H -1.344 -8.999 17.386 0.11 0.23 0.00
C -1.039 -10.820 8.884 0.14 0.15 0.14
C -4.455 -14.453 9.741 -0.67 -1.24 0.57
H -5.193 -17.631 15.047 -0.36 0.29 -0.10
C 4.546 -17.271 14.851 -0.77 0.60 0.16
H 0.617 -10.897 16.972 0.41 0.12 0.57
H -0.515 -14.434 17.350 0.03 -0.30 0.08
C 4.620 -17.038 12.390 0.31 -0.16 1.49
C -6.607 -10.185 13.912 0.60 -0.03 0.08
H -0.471 -8.281 9.732 0.39 0.00 0.27
C -3.632 -9.504 13.250 0.30 0.68 0.39
C -5.260 -16.448 8.697 0.87 0.73 0.13
H 5.914 -13.716 18.316 -0.32 0.33 -0.23
H -3.116 -18.333 19.139 0.03 -0.07 -0.37
C -2.022 -12.967 13.342 -1.03 0.28 -1.33
H -1.413 -9.524 7.136 0.49 -0.17 -0.04
H 4.641 -19.313 14.427 0.31 -0.38 -0.09
H -4.218 -17.037 19.511 -0.34 -0.07 -0.20
C -0.454 -14.673 16.289 -0.29 0.32 -0.38
O -2.226 -8.738 8.820 -0.55 -1.02 -0.01
H 0.594 -14.742 15.997 -0.07 -0.49 0.16
C -3.559 -13.214 13.439 0.93 -0.43 0.79
H -6.262 -16.843 8.528 0.04 -0.15 0.51
H 6.635 -8.928 14.679 0.37 0.52 0.21
H -3.999 -13.507 9.450 0.23 -0.33 -0.75
C -3.532 -15.633 10.072 0.54 0.64 0.40
H -0.009 -13.330 11.430 -0.15 -0.21 -0.28
H -3.692 -14.288 13.306 -0.31 -0.07 0.04
H -4.056 -16.360 16.927 -0.37 0.71 0.33
H -1.060 -15.537 16.016 0.53 -0.48 0.38
H 3.448 -15.764 13.758 -0.14 -0.05 -0.22
H -6.527 -12.384 13.479 0.62 0.56 -0.16
H -1.891 -13.075 12.266 0.52 -0.14 -0.04
C -5.111 -18.525 15.665 0.08 -1.24 0.22
H 7.377 -13.143 18.957 0.26 0.60 -0.16
C 3.736 -12.669 15.115 -0.28 0.71 0.01
H 1.021 -10.760 14.737 0.38 0.06 0.02
H -0.065 -9.135 13.581 -0.18 0.54 -0.18
H 5.243 -16.449 11.717 0.21 -0.30 -0.05
H 6.216 -18.582 14.758 0.48 -0.11 -0.84
O 5.313 -18.241 12.818 0.27 0.22 -0.48
H 0.890 -14.555 13.939 -0.31 -0.02 0.77
H -7.187 -19.091 15.515 -0.16 -0.01 -0.15
H 1.377 -14.338 11.751 0.06 -0.03 0.18
N -1.104 -13.868 14.036 -0.98 1.21 1.73
H -7.351 -16.988 15.862 0.76 -0.36 -0.34
H 2.853 -13.259 15.356 0.03 -0.28 -0.44
H 5.151 -15.521 13.830 0.15 0.04 -0.19
N -4.994 -18.216 17.096 0.44 -1.18 -0.82
H -6.311 -15.705 16.520 0.57 -0.37 -0.02
C -6.186 -17.730 17.699 -2.12 1.80 -1.84
H 5.879 -11.111 18.356 -0.19 0.39 0.20
H 7.264 -13.495 17.211 0.20 -0.51 0.20
H -2.765 -10.439 7.577 -0.64 0.28 0.72
C 6.750 -13.062 18.069 0.11 0.03 -0.93
H 3.662 -11.608 16.974 -0.32 0.25 0.14
H 7.341 -10.471 14.808 -0.09 -0.27 0.07
H -1.423 -11.840 8.898 0.47 -0.11 -0.37
H 7.355 -11.102 17.389 -0.03 -0.10 0.16
H -5.190 -7.969 13.255 -0.12 -0.05 0.97
C -1.105 -13.537 15.517 0.90 -1.17 -0.39
H 0.814 -12.878 13.575 -0.37 0.81 0.71
H -6.073 -17.260 18.676 0.38 -0.46 -0.06
H -2.698 -15.600 9.371 -0.10 -0.64 -0.35
C 0.345 -14.155 12.049 -0.51 -0.01 -0.87
C -3.899 -17.358 17.337 1.19 0.36 0.34
O -5.378 -15.003 8.753 0.40 0.49 0.68
C -1.179 -10.257 10.314 -0.18 0.70 -1.15
C 0.138 -8.803 14.599 -1.03 0.18 -0.15
C 5.418 -10.274 15.774 2.82 -0.33 -0.73
H -3.654 -9.720 14.318 0.16 -0.05 -0.02
C -1.916 -9.917 8.019 0.43 1.04 -0.10
C 5.268 -18.441 14.238 -0.87 -0.23 0.14
H -1.816 -11.911 13.520 0.22 0.32 0.40
H -7.489 -11.946 14.822 -0.11 0.21 0.27
H -7.784 -16.186 17.186 0.02 -0.04 0.94
C -6.221 -19.571 15.352 0.12 1.41 0.67
H -5.879 -10.107 14.719 0.69 -0.32 -0.35
C 4.340 -12.260 16.422 1.44 -0.51 1.08
H 7.572 -9.400 16.138 -0.68 0.19 0.39
H 4.874 -10.433 14.843 0.22 0.20 -0.14
H -7.663 -10.315 11.444 -1.01 0.21 0.95
H -4.000 -12.908 14.387 0.06 -0.09 0.14
C -7.712 -8.069 11.593 0.09 -0.46 0.44
C -4.451 -16.849 9.984 -0.95 0.58 -1.53
N -6.035 -9.857 12.621 0.78 1.56 -0.41
H 5.040 -16.744 15.668 0.26 -0.39 0.06
C 6.829 -9.716 15.406 -0.82 0.25 -1.49
H -0.235 -15.061 11.874 -0.06 0.01 -0.34
H 2.114 -9.405 15.354 0.13 -0.23 -0.80
H -7.282 -9.406 14.265 -0.96 -0.11 -0.22
H -2.088 -13.466 15.984 -0.32 0.45 -0.83
H -5.177 -16.876 10.796 0.24 0.08 0.30
H -8.325 -7.837 12.464 0.21 -0.21 0.33
H -8.050 -11.623 13.224 -0.10 0.10 -0.09
C -0.964 -9.568 16.537 0.33 0.04 -0.27
H -0.282 -10.400 10.916 -0.26 -0.26 0.18
H 4.816 -9.544 16.314 -0.06 -0.18 0.94
C -1.410 -8.765 10.000 -0.42 -0.42 -0.56
H 3.664 -17.197 11.892 0.02 -0.73 -0.07
H -6.886 -18.562 17.769 -0.17 0.14 0.25
H -4.983 -14.183 10.655 -0.54 -0.09 0.08
C -7.012 -9.455 11.600 -0.20 -0.86 -0.81
H 3.397 -11.754 14.629 -0.19 -0.21 -0.41
C 0.237 -13.800 13.499 1.18 -0.80 -0.33
C -3.488 -17.375 18.776 0.40 1.20 1.14
H -1.911 -8.158 10.754 -0.03 -0.21 0.10
H -4.687 -16.644 7.791 0.19 -0.39 -0.03
```
Positions in Å, forces in eV/Å.

* multiplicity: 1
* relative energy (zero: lowest compared OMol25 entry of this formula, charge and spin): 0.0 kcal/mol
* SMILES: CCN(CC)CC.CCN(CC)CC.CCN(CC)CC.CCN(CC)CC.C1CCOC1.C1CCOC1.C1CCOC1.C1CCOC1
* HOMO level: -8.28 eV

This record from the Open Molecules 2025 dataset describes a structure of composition C30H30BF2N7S3Sc. The level of theory is ωB97M-V/def2-TZVPD.

Structure (XYZ):
```
74
Properties=species:S:1:pos:R:3:forces:R:3
C 0.498 5.389 2.670 -0.02 0.02 0.00
H -5.547 -0.531 -1.738 0.00 0.01 -0.01
H -3.646 -1.315 -3.021 0.01 -0.01 -0.01
C 2.347 -3.169 -1.917 0.01 0.02 0.06
H -1.495 -2.722 0.571 0.00 0.01 0.00
N 0.242 3.238 1.802 -0.08 0.07 0.06
H -0.099 -1.121 -4.273 -0.01 0.01 0.00
H -5.705 1.150 -2.231 -0.01 -0.01 0.00
N -3.529 -0.501 1.178 -0.01 -0.03 -0.06
F -0.953 -0.556 2.409 -0.06 0.05 -0.04
C -0.899 3.134 -1.774 -0.01 0.02 -0.01
H 0.672 7.382 3.472 -0.02 -0.01 0.01
F 1.820 1.702 0.987 -0.01 0.01 0.00
C -4.031 -1.535 0.551 -0.05 0.01 0.00
H 2.718 -0.229 -1.029 0.01 0.00 0.00
N 2.901 -5.424 -1.266 -0.05 0.02 -0.04
H 3.134 7.383 3.253 0.01 0.00 0.00
C -1.047 3.559 2.065 0.15 -0.04 -0.06
N 3.018 -4.082 -1.049 0.02 -0.03 -0.04
H -3.991 0.619 2.929 0.01 0.00 0.00
C -3.074 -0.440 -2.726 0.01 0.02 0.02
C -5.140 0.469 -1.591 0.02 0.00 -0.03
H -1.679 -1.551 -4.924 0.00 -0.01 0.00
C 4.551 -2.913 2.097 0.00 0.00 -0.02
H 0.218 -4.465 -0.675 0.02 -0.01 0.02
H 4.743 -6.327 2.217 0.01 0.00 0.01
C -0.647 -2.512 -0.058 -0.02 -0.05 -0.03
H 4.304 5.413 2.350 0.01 -0.01 -0.01
H -1.175 3.875 -2.528 0.02 0.00 -0.01
C 0.194 -3.389 -0.648 0.02 0.00 -0.02
H -6.089 -0.955 3.268 0.00 0.01 0.01
S -5.435 -2.179 1.249 0.08 -0.02 -0.05
H 2.997 -2.339 -2.187 0.00 -0.01 0.00
C 3.895 -5.138 0.627 -0.01 0.03 0.00
H 3.053 3.412 1.642 0.04 0.01 0.00
C 3.935 -2.708 0.883 0.02 -0.02 0.02
H -3.610 -1.938 -0.360 0.01 0.00 0.00
B 0.501 1.898 1.167 0.07 0.09 -0.09
N -0.223 -1.218 -0.317 -0.11 0.02 0.04
C -2.926 1.651 -1.568 0.00 0.11 0.01
C -1.123 -1.380 -4.001 0.01 0.00 -0.01
C -1.760 -0.298 -3.175 -0.03 -0.02 0.00
H -0.072 1.011 -3.251 0.01 0.00 0.00
H 1.884 -0.241 -2.590 0.01 0.00 0.00
H 1.273 0.744 -1.251 -0.01 -0.01 0.00
C -1.629 1.844 -2.039 0.00 -0.02 0.02
C -1.067 0.858 -2.850 0.01 -0.01 -0.01
C 3.620 -3.858 0.155 0.01 0.02 0.03
H 0.182 3.002 -1.823 0.01 0.00 0.01
H -3.394 2.432 -0.978 -0.01 -0.01 0.01
S -1.224 5.126 2.723 -0.01 0.03 0.04
N 1.162 -2.622 -1.263 -0.03 0.02 -0.03
S -2.404 2.592 1.783 -0.09 -0.01 -0.03
C 2.533 4.271 2.032 -0.05 -0.04 -0.01
H -5.319 0.773 -0.559 0.01 0.01 0.01
C 1.191 6.521 3.073 0.02 0.02 -0.01
H 2.068 -3.723 -2.811 0.00 -0.01 0.00
H 4.814 -2.057 2.704 0.00 0.00 0.00
Sc -1.343 0.358 0.859 0.08 -0.20 0.14
C 4.848 -4.205 2.578 0.00 0.01 -0.01
H 5.335 -4.303 3.538 0.00 -0.01 0.00
H -1.105 -2.324 -3.452 0.01 0.00 0.00
C 1.739 -0.201 -1.510 -0.01 -0.01 0.00
H -1.163 3.548 -0.801 -0.02 0.00 0.00
N 3.426 -6.054 -0.297 0.01 -0.02 0.00
C 4.527 -5.331 1.857 0.01 0.00 0.01
C 3.226 5.399 2.434 -0.02 0.03 0.01
H 3.708 -1.712 0.529 0.00 0.01 0.00
C -5.361 -0.998 2.477 0.00 0.05 0.02
C 2.567 6.515 2.948 0.01 -0.01 0.00
C 0.882 -1.320 -1.037 0.03 -0.03 0.01
C 1.146 4.273 2.151 0.00 -0.03 0.01
C -3.681 0.538 -1.950 0.00 -0.02 0.03
C -4.286 -0.196 2.288 0.01 -0.01 0.04
```
Positions in Å, forces in eV/Å.

* multiplicity: 1
* relative energy (zero: lowest compared OMol25 entry of this formula, charge and spin): 4.8 kcal/mol
* charge: +1
* HOMO level: -11.01 eV

This record from the Open Molecules 2025 dataset describes the ion C4H10NO2 with charge +1 at a distorted geometry. The level of theory is ωB97M-V/def2-TZVPD.

Structure (XYZ):
```
17
Properties=species:S:1:pos:R:3:forces:R:3
H 0.099 -2.249 -0.650 0.01 0.36 -0.69
O 1.124 1.374 1.723 0.42 -0.60 -1.22
C 0.513 -0.283 0.157 1.20 0.42 0.71
H -0.755 1.215 0.781 -0.06 0.50 0.28
H 1.842 1.069 -0.785 -0.08 -0.27 -0.14
H 0.906 0.172 -1.862 0.29 0.06 -0.56
N 0.913 0.680 -0.989 0.00 -0.10 0.51
C -1.621 -0.875 -1.091 1.53 -0.36 -0.42
C -0.428 -1.387 -0.235 -1.02 -0.50 -0.02
C 0.033 0.628 1.268 -0.88 -0.26 -0.46
H 0.860 1.873 2.473 -0.23 0.86 1.11
H -0.503 0.090 2.051 0.36 -0.32 0.10
H 0.307 1.498 -1.060 -0.40 -0.12 -0.04
H -1.562 -1.197 -2.151 -0.50 -0.16 0.08
H -0.822 -1.846 0.679 -0.13 0.46 0.14
O -2.402 -0.060 -0.711 -0.23 0.15 0.31
H 1.494 -0.703 0.402 -0.26 -0.11 0.31
```
Positions in Å, forces in eV/Å.

* multiplicity: 1
* relative energy (zero: lowest compared OMol25 entry of this formula, charge and spin): 44.2 kcal/mol
* charge: +1
* SMILES: [NH3+][C@@H](CO)CC=O
* HOMO level: -14.29 eV

no.,gap between HOMO and LUMO (eV)
1,9.14
2,8.81
3,8.30
4,10.52